A structure of composition C27H28Cl5I2N4O2SeSiTi at a distorted geometry, computed with ωB97M-V with the def2-TZVPD basis set.

Computed properties:
charge = -1
max |F| = 5.5 eV Å⁻¹
Kohn-Sham gap = 5.1 eV
highest occupied orbital energy = -0.124 Ha
LUMO level = 1.731 eV
M = 1026.5 g/mol

The geometry in XYZ format:
```
71
Properties=species:S:1:pos:R:3:forces:R:3:lowdin_charge:R:1
Ti 0.4494 0.2729 0.4317 0.557 -0.538 -0.048 0.876
I -4.9147 5.1943 0.8798 0.033 0.027 0.021 0.735
C -3.1371 4.0954 0.7884 -0.160 -0.090 -0.212 -0.782
C -2.2199 4.3773 -0.2767 0.172 0.291 0.062 -0.242
C -1.0648 3.6958 -0.3233 1.400 0.246 0.977 -0.404
I 0.6231 3.9445 -1.8983 -1.473 1.117 1.478 0.915
C -0.8210 2.4873 0.6324 0.450 0.587 -3.176 -0.534
O 0.5286 2.2118 0.7969 -0.660 -0.793 -0.322 -0.282
C -1.7022 2.4016 1.8167 0.286 0.310 -0.021 -0.212
C -1.5903 1.1299 2.6658 -0.047 0.307 -0.088 -0.143
N -0.2828 0.4296 2.5177 0.308 0.643 -0.139 -0.115
C 0.7504 1.1284 3.3014 0.091 -0.051 -0.057 -0.129
C 2.1595 0.9081 2.8077 0.126 -0.155 0.140 -0.242
C 3.2364 1.1709 3.6455 -0.024 0.006 0.055 -0.016
C 4.5208 0.9593 3.1817 -0.010 0.020 -0.015 -0.059
C 4.7000 0.4775 1.8940 -0.015 0.003 -0.006 -0.045
C 3.5818 0.2470 1.1147 0.036 -0.039 -0.037 -0.084
N 2.3462 0.4691 1.5615 -0.271 0.221 0.543 0.045
C -2.8470 3.1698 1.7893 0.079 0.036 0.205 -0.178
H -2.4545 5.1416 -1.0065 0.005 0.024 0.027 0.083
H -1.7292 1.3953 3.7216 -0.109 -0.133 0.029 0.119
H -2.3611 0.4057 2.3890 0.045 -0.057 0.015 0.119
H -0.3579 -0.5486 2.7701 -0.145 0.071 0.264 0.086
H 0.5429 2.1952 3.1962 -0.060 0.003 0.059 0.135
H 0.6869 0.8591 4.3610 0.019 0.029 0.008 0.130
H 3.0576 1.5394 4.6475 0.002 -0.033 0.009 0.116
H 5.3715 1.1640 3.8192 0.004 -0.007 -0.005 0.106
H 5.6841 0.2925 1.4878 0.003 -0.012 0.009 0.105
H 3.6537 -0.1174 0.0986 -0.019 0.032 -0.012 0.083
H -3.5760 3.0410 2.5856 -0.003 -0.017 -0.006 0.094
Cl -0.8878 0.7976 -1.7481 -1.835 0.721 -2.568 0.710
C 0.6658 0.7715 -1.9077 -0.405 -0.752 0.988 -0.461
C 1.9171 0.4695 -1.7817 0.323 -1.207 -0.240 -0.083
C 1.9581 -0.7574 -2.6803 -0.256 0.581 -0.138 -0.714
Cl 2.8520 -2.0778 -2.0253 0.145 -0.003 0.029 0.702
C 1.2447 -0.9230 -3.8234 -0.338 -0.519 0.055 -0.741
Cl 1.1961 -2.4839 -4.6029 0.071 0.050 -0.025 0.658
C 0.5903 0.1184 -4.6606 0.382 0.312 -0.204 -0.694
Cl 1.8577 1.0762 -5.4429 -0.025 -0.086 -0.060 0.639
C -0.6878 0.4280 -4.9552 -0.456 0.013 -0.031 -0.612
Cl -1.0086 1.6640 -6.1445 -0.001 -0.022 -0.085 0.666
C -0.9913 -3.3311 2.1783 -0.044 0.033 -0.147 -0.161
Si 0.7681 -2.8598 1.7154 0.242 -0.184 0.073 0.263
C 1.6668 -4.3112 0.9595 -0.094 -0.030 -0.099 -0.170
C 1.6933 -2.4986 3.3291 -0.023 0.056 -0.008 -0.163
O 0.8037 -1.5550 0.7564 0.154 0.252 -0.392 -0.434
H -1.0779 -3.6553 3.2181 0.010 0.000 0.005 0.025
H -1.3462 -4.1352 1.5306 -0.012 0.010 -0.003 0.017
H -1.6713 -2.4910 2.0080 0.006 0.012 0.054 0.020
H 1.6992 -5.1428 1.6695 0.010 -0.007 -0.011 0.027
H 2.6929 -4.0438 0.6972 0.001 0.013 0.012 0.023
H 1.1622 -4.6523 0.0533 0.011 0.037 -0.018 0.016
H 1.7932 -3.4291 3.8959 -0.003 0.015 0.023 0.028
H 1.1938 -1.7777 3.9848 -0.004 0.007 -0.011 0.017
H 2.7001 -2.1219 3.1270 -0.002 0.003 -0.003 0.025
C -1.5549 1.3865 -0.4146 0.835 -0.863 2.781 -0.219
N -1.2751 -0.6571 -1.7496 1.538 -2.784 4.474 -0.230
C -1.6438 1.2530 -3.0206 -3.494 0.290 -2.730 -0.300
C -1.9932 0.2262 -4.1161 2.988 -2.464 2.124 -0.232
N -2.0623 -1.2698 -3.6606 -0.817 0.069 -0.029 -0.130
C -3.0617 -2.0076 -4.4069 0.173 -0.142 -0.184 -0.120
C -1.6447 -1.7451 -2.3432 -0.371 2.611 -4.535 -0.843
Se -1.4065 -3.4866 -1.9331 -0.276 -0.139 0.382 0.616
H -0.4785 2.0706 -1.6764 1.039 1.759 0.105 -0.085
H -2.6081 1.3464 -0.1491 -0.064 -0.872 -0.405 0.135
H -1.0772 -0.4145 0.4233 -0.649 0.762 0.795 0.113
H -1.9474 2.2631 -3.2511 0.451 0.232 0.482 0.099
H -2.9145 0.4540 -4.6356 0.137 0.154 -0.227 0.117
H -2.8833 -1.9104 -5.4816 0.007 -0.009 0.010 0.085
H -4.0828 -1.6651 -4.1909 0.027 0.032 0.011 0.085
H -2.9848 -3.0600 -4.1416 -0.001 0.009 -0.011 0.026
```
Forces are in eV/Å.